(1)
DFT (ωB97M-V with the def2-TZVPD basis set) results for a gas-phase ion, C6H9N4 (charge +1).

Geometry as XYZ:
```
19
Properties=species:S:1:pos:R:3
C -1.425 1.203 -0.079
C 0.079 -1.380 -0.550
C 1.430 0.515 0.177
C -1.439 -1.136 -0.661
C -2.006 -0.039 0.303
C 2.654 1.231 -0.324
N -1.089 2.164 -0.621
N 1.050 -0.635 -0.461
N 1.027 0.616 1.374
N -2.900 -0.310 1.279
H 0.340 -2.417 -0.844
H -1.579 -0.900 -1.697
H -1.962 -2.013 -0.389
H 2.520 2.316 -0.422
H 2.862 0.794 -1.269
H 3.434 1.183 0.443
H 1.247 1.465 1.728
H -3.061 0.204 2.092
H -3.374 -1.249 1.142
```

Computed properties:
2S+1: 1
Energy above the lowest of the compared OMol25 structures with the same formula, charge and spin: 464.2 kJ/mol
SMILES string: [H]/N=C(C)/N=C\CC(=[NH2+])C#N
Total charge: +1
Frontier orbital gap (spin up / spin down): 6.4 / 6.4 eV

---

(2)
DFT (ωB97M-V with the def2-TZVPD basis set) results for a molecular structure, C6H9N5O2S.

Geometry as XYZ:
```
23
Properties=species:S:1:pos:R:3
C -3.211 0.814 0.424
C -2.522 -0.385 0.784
C -2.538 1.804 -0.230
C -1.244 -0.593 0.235
C -0.773 0.501 -0.502
C 0.962 -0.275 -0.849
N -1.294 1.661 -0.643
N -0.377 -1.604 0.458
N 0.709 -1.616 -0.483
N 1.624 0.002 -2.006
N 2.929 -0.524 0.962
O 2.470 1.831 -0.220
O 1.226 0.943 1.690
S 1.903 0.728 0.454
H -4.200 0.993 0.748
H -3.158 -0.980 1.427
H -2.867 2.733 -0.533
H -0.608 -2.448 0.899
H 1.452 -2.114 -0.008
H 1.518 0.873 -2.474
H 1.333 -0.730 -2.656
H 3.845 -0.824 0.577
H 2.822 -0.791 1.945
```

Computed properties:
2S+1: 1
Energy above the lowest of the compared OMol25 structures with the same formula, charge and spin: 0.0 kJ/mol
Frontier orbital gap: 8.4 eV

---

(3)
DFT (ωB97M-V with the def2-TZVPD basis set) results for a gas-phase ion, C6H9N6O2 (charge +1).

Geometry as XYZ:
```
23
Properties=species:S:1:pos:R:3
C -2.037 -1.492 -1.178
C -0.642 -0.635 0.989
C -1.821 -1.420 1.035
C -0.362 -0.243 -0.315
C 1.380 0.433 -1.832
C 0.920 1.928 -0.086
N -2.501 -1.816 -0.026
N -0.988 -0.706 -1.371
N -2.180 -1.815 2.290
N 0.672 0.652 -0.759
N 2.261 1.297 -2.248
N 1.413 -0.206 1.999
O 1.990 -0.060 3.011
O 0.003 -0.288 2.139
H -2.591 -1.888 -1.944
H 1.206 2.749 -0.662
H 0.087 2.231 0.391
H 1.719 1.948 0.754
H -1.695 -1.267 3.018
H -3.058 -2.215 2.308
H 1.363 -0.480 -2.327
H 2.895 1.027 -2.955
H 1.969 2.266 -2.231
```

Computed properties:
2S+1: 1
Energy above the lowest of the compared OMol25 structures with the same formula, charge and spin: 79.5 kJ/mol
SMILES string: CN(C=[NH2+])c1ncnc(N)c1ON=O
Total charge: +1
Frontier orbital gap: 8.7 eV

---

(4)
DFT (ωB97M-V with the def2-TZVPD basis set) results for C6H9NO in the gas phase.

Geometry as XYZ:
```
17
Properties=species:S:1:pos:R:3
C 2.294 -1.229 -0.177
C 1.216 -0.400 0.036
C 1.097 1.078 0.286
C -1.258 1.026 -0.029
C -1.161 -0.470 -0.114
C -2.186 -1.448 -0.097
H 2.166 -2.349 -0.423
H 3.186 -0.792 -0.423
H 2.195 1.654 0.170
H 0.703 1.144 1.386
H 0.227 1.671 -1.258
H -1.322 1.361 1.148
H -2.098 1.443 -0.644
H -3.094 -0.830 0.097
H -2.012 -2.531 0.300
N -0.074 1.690 -0.345
O 0.121 -1.018 0.089
```

Computed properties:
2S+1: 1
Energy above the lowest of the compared OMol25 structures with the same formula, charge and spin: 424.2 kJ/mol
SMILES string: C=C1CNCC(=C)O1
Frontier orbital gap: 8.9 eV

---

(5)
DFT (ωB97M-V with the def2-TZVPD basis set) results for a molecular structure, C6H9NO.

Geometry as XYZ:
```
17
Properties=species:S:1:pos:R:3
C -0.644 0.863 -0.252
C -1.704 0.007 -0.293
C 0.495 0.020 -0.394
C 1.883 0.430 -0.442
C -3.171 0.209 -0.209
C 2.889 -0.422 -0.591
N 0.108 -1.231 -0.505
O -1.242 -1.248 -0.443
H -0.653 1.927 -0.143
H 1.003 -1.752 2.007
H 2.047 1.496 -0.359
H -3.567 -0.271 0.684
H -3.658 -0.240 -1.073
H -3.398 1.271 -0.177
H 3.912 -0.092 -0.636
H 2.699 -1.479 -0.675
H 1.627 -1.501 2.398
```

Computed properties:
2S+1: 1
Energy above the lowest of the compared OMol25 structures with the same formula, charge and spin: 271.8 kJ/mol
Frontier orbital gap: 10.1 eV

---

(6)
DFT (ωB97M-V with the def2-TZVPD basis set) results for C6H9NO in the gas phase.

Geometry as XYZ:
```
17
Properties=species:S:1:pos:R:3
C -0.123 -0.912 1.466
C -1.175 -1.211 0.310
C -0.350 -0.345 -0.690
C 0.335 -0.662 -1.727
C 1.151 1.163 -0.758
C -0.010 1.025 -0.022
H 0.976 -0.937 1.285
H -0.174 -1.303 2.694
H -1.667 -2.228 -0.029
H -1.989 -0.404 0.672
H 0.347 -1.402 -2.400
H 2.062 1.072 -0.264
H 1.361 2.162 -1.437
H -0.919 1.772 -0.315
H -1.042 1.169 1.817
N -0.007 0.701 1.379
O 1.225 0.340 -1.980
```

Computed properties:
2S+1: 1
Energy above the lowest of the compared OMol25 structures with the same formula, charge and spin: 568.5 kJ/mol
SMILES string: C1=C2CCN[C@H]2CO1
Frontier orbital gap: 9.1 eV

---

(7)
DFT (ωB97M-V with the def2-TZVPD basis set) results for a molecular structure, C6H9NO.

Geometry as XYZ:
```
17
Properties=species:S:1:pos:R:3
C -1.192 -0.074 1.653
C -0.640 0.919 -1.284
C -0.417 -0.856 0.648
N 2.190 0.285 -0.563
C -0.199 -0.452 -0.815
O -0.089 -2.157 0.821
C 1.104 -1.348 0.908
C 1.209 -0.593 -0.321
H 2.988 0.270 0.046
H 2.007 1.119 -1.092
H -0.524 -1.239 -1.497
H -2.252 -0.119 1.425
H -0.890 0.965 1.655
H -1.036 -0.512 2.646
H -0.278 1.708 -0.616
H -0.257 1.109 -2.289
H -1.727 0.973 -1.323
```

Computed properties:
2S+1: 1
Energy above the lowest of the compared OMol25 structures with the same formula, charge and spin: 418.3 kJ/mol
Frontier orbital gap: 8.3 eV

---

(8)
DFT (ωB97M-V with the def2-TZVPD basis set) results for a molecular structure, C6H9NO.

Geometry as XYZ:
```
17
Properties=species:S:1:pos:R:3
C 0.901 -0.673 -0.116
C 0.012 0.343 -0.912
C -1.306 -0.147 -0.476
C -1.176 -0.360 0.899
C 0.302 0.104 1.220
C 0.479 1.313 0.009
H 1.676 -2.374 -1.131
H -0.284 -2.346 -0.869
H 1.976 -0.437 -0.395
H 0.089 0.589 -1.902
H -2.176 -0.397 -0.962
H -1.929 -0.493 1.661
H 0.693 0.319 2.321
H 1.526 1.675 -0.029
H -1.256 2.439 0.931
N 0.747 -2.059 -0.485
O -0.273 2.503 0.235
```

Computed properties:
2S+1: 1
Energy above the lowest of the compared OMol25 structures with the same formula, charge and spin: 569.9 kJ/mol
Frontier orbital gap: 9.3 eV

---

(9)
DFT (ωB97M-V with the def2-TZVPD basis set) results for a molecular structure, C6H9NO.

Geometry as XYZ:
```
17
Properties=species:S:1:pos:R:3
C -2.109 -1.307 0.736
C 0.023 -0.823 -0.324
C 1.561 -0.637 -0.032
C 1.859 0.644 0.032
C 0.638 1.363 -0.049
C -0.556 0.424 -0.237
H -1.739 -2.299 1.014
H -2.928 -1.229 -0.111
H -2.699 -0.873 1.703
H -0.171 -1.524 -1.155
H 2.265 -1.504 0.101
H 2.764 1.301 0.540
H 0.616 2.148 0.732
H 1.895 2.318 -1.203
H -1.236 0.526 -1.048
N -0.833 -0.589 0.602
O 0.650 2.060 -1.302
```

Computed properties:
2S+1: 1
Energy above the lowest of the compared OMol25 structures with the same formula, charge and spin: 620.8 kJ/mol
Frontier orbital gap: 9.5 eV

---

(10)
DFT (ωB97M-V with the def2-TZVPD basis set) results for a molecular structure, C6H9NO.

Geometry as XYZ:
```
17
Properties=species:S:1:pos:R:3
C -2.039 0.116 -0.042
C -1.178 -1.224 0.218
C 0.137 -0.647 -0.286
C 2.076 -0.061 -0.071
C 1.459 1.092 0.122
C 0.019 0.816 0.416
H -2.845 -0.152 -0.922
H -2.616 0.122 0.925
H -1.749 -2.137 -0.298
H -1.017 -1.728 1.169
H 0.187 -0.291 -1.301
H 3.127 -0.256 -0.204
H 1.924 2.129 -0.108
H -0.084 0.872 1.461
H -1.480 2.069 -0.095
N -1.196 1.153 -0.353
O 1.260 -1.156 -0.038
```

Computed properties:
2S+1: 1
Energy above the lowest of the compared OMol25 structures with the same formula, charge and spin: 407.9 kJ/mol
Frontier orbital gap: 10.0 eV